C58H32ClI4N5O6W | ωB97M-V with the def2-TZVPD basis set

Structure (ORCA input):
```
! wB97M-V def2-TZVPD RIJCOSX def2/J DEFGRID3
* xyz 0 3
W 0.1474 -0.6619 0.0352
I 7.0437 3.4900 5.6162
C 5.3479 2.2297 5.1342
C 5.4824 0.8254 5.0376
C 4.5420 0.1666 4.1971
C 3.5127 0.8248 3.4963
C 3.4447 2.2025 3.6406
C 4.2964 2.9355 4.4649
C 2.6229 0.0858 2.5026
C 1.2746 -0.1615 2.9333
C 0.8150 0.0002 4.2803
C -0.6027 -0.1273 4.2695
C -1.0194 -0.3446 2.9113
C -2.4020 -0.3659 2.4330
C -3.4712 0.2928 3.2502
C -3.9156 -0.2191 4.5024
C -4.8571 0.4910 5.2582
C -5.4457 1.6954 4.8015
I -6.1418 3.2016 6.1177
C -5.1835 2.0357 3.4763
C -4.1745 1.3830 2.7396
C -2.8012 -0.7038 1.1341
N -2.0126 -0.6954 0.0069
C -2.8322 -0.6889 -1.1296
C -2.4341 -0.5553 -2.5127
C -3.4834 -0.1410 -3.4098
C -3.5585 -0.7388 -4.7124
C -4.3083 -0.1696 -5.7139
C -5.2616 0.8279 -5.3668
I -6.7812 1.4823 -6.7009
C -5.2694 1.3457 -4.0492
C -4.4306 0.8086 -3.0448
C -1.0400 -0.6000 -2.9395
C -0.5841 -0.6453 -4.3408
C 0.7809 -0.6158 -4.2959
C 1.2403 -0.5055 -2.9498
N 0.0918 -0.6081 -2.1438
C 2.6181 -0.1756 -2.5319
C 3.0845 -0.2000 -1.1667
C 4.4398 -0.2767 -0.7034
C 4.4328 -0.1846 0.6905
C 3.0755 -0.1611 1.1761
N 2.3012 -0.2056 0.0055
C 3.5845 0.2539 -3.6112
C 4.7351 -0.5491 -3.7549
C 5.7208 -0.2058 -4.6995
C 5.5968 0.9657 -5.4610
I 7.3846 1.7463 -6.2531
C 4.3653 1.6560 -5.4572
C 3.4034 1.2831 -4.5503
C -4.2189 -0.9241 -0.6649
C -4.2150 -0.9368 0.6705
N 0.1571 -0.5007 2.1722
H 6.1740 0.2834 5.6457
H 4.6343 -0.9172 4.0998
H 2.6947 2.7410 3.0946
H 4.2145 4.0301 4.4201
H 1.4900 -0.0180 5.1158
H -1.2097 -0.1722 5.1846
H -3.5602 -1.1483 4.8641
H -5.1628 0.0398 6.1843
H -5.7744 2.8337 3.0101
H -3.9984 1.7959 1.7484
H -2.8751 -1.5515 -4.8848
H -4.2998 -0.5364 -6.7535
H -6.0295 2.0998 -3.7686
H -4.4898 1.1525 -2.0391
H -1.1673 -0.5642 -5.2540
H 1.5019 -0.6725 -5.1407
H 5.3673 -0.1608 -1.2758
H 5.2878 -0.0928 1.3297
H 4.8088 -1.3794 -3.1144
H 6.6132 -0.8074 -4.8040
H 4.1975 2.4897 -6.1552
H 2.5030 1.8931 -4.4457
H -4.9820 -1.0247 -1.4002
H -5.0236 -1.0227 1.4196
Cl 1.5407 8.0244 0.5496
C 0.8162 6.4602 0.5625
C -0.4966 6.1623 0.9579
C -1.0203 4.8516 0.8270
C -0.2358 3.7785 0.4004
C 1.0674 4.0913 0.0441
C 1.5697 5.3789 0.0935
C -0.8868 2.4431 0.1235
O -2.1328 2.3560 0.0629
O -0.0950 1.4078 0.0018
H -1.1983 6.9301 1.3133
H -2.0829 4.7471 1.0584
H 1.7091 3.3476 -0.3840
H 2.6135 5.5034 -0.2263
O 2.0935 -3.3910 0.8888
C 0.9298 -3.5523 0.4750
O 0.0880 -2.6524 -0.0158
C 0.3590 -4.9193 0.3199
C 1.0519 -6.0517 0.8692
C 0.4779 -7.3618 0.8473
C -0.7217 -7.5433 0.2064
C -1.4349 -6.4103 -0.2543
C -0.8963 -5.1309 -0.2712
N -2.7838 -6.6144 -0.6453
O -2.9590 -7.8087 -1.0387
O -3.6298 -5.7044 -0.5988
H 1.9748 -5.9356 1.3487
H 0.9509 -8.1360 1.4107
H -1.1783 -8.5152 0.0157
H -1.5021 -4.4074 -0.8131
*
```

Summary:
energy above the lowest of the compared OMol25 structures with the same formula, charge and spin	29.0	kJ/mol
HOMO energy (alpha / beta)	-7.3 / -7.5	eV
Kohn-Sham gap (alpha / beta)	5.0 / 5.3	eV